Below is an isolated molecule of C17H20N4, with properties calculated with ωB97M-V with the def2-TZVPD basis set.

Spin multiplicity: 1
Kohn-Sham gap in eV: 8.25
SMILES: Cc1ccc(N2CCN(/N=C/c3cccnc3)CC2)cc1
Relative energy (zero: lowest compared OMol25 entry of this formula, charge and spin) in eV: 2.195
F_max in eV/A: 1.0

Structure (XYZ):
```
41
C17H20N4 | OMol25 | ωB97M-V with the def2-TZVPD basis set
C -3.8441 -6.0029 -0.1568
C -2.9866 -4.7761 -0.0721
C -1.6042 -4.8524 -0.1572
C -0.8120 -3.7223 -0.0903
C -1.3826 -2.4549 0.0563
N -0.6174 -1.3062 0.0958
C 0.7919 -1.3402 -0.2152
C 1.2923 0.0554 -0.5690
N 1.0838 0.9579 0.5476
N 1.3795 2.2380 0.5260
C 2.0635 2.8046 -0.3953
C 2.3858 4.2090 -0.2925
C 3.1180 4.8528 -1.2930
C 3.4069 6.1984 -1.1614
C 2.9543 6.8639 -0.0317
N 2.2588 6.2706 0.9273
C 1.9855 4.9896 0.8005
C 0.0902 0.5501 1.5123
C -1.0812 -0.1309 0.8044
C -2.7781 -2.3783 0.1308
C -3.5550 -3.5166 0.0730
H -3.2659 -6.8962 0.0676
H -4.2549 -6.1078 -1.1619
H -4.6782 -5.9398 0.5394
H -1.1299 -5.8177 -0.2679
H 0.2592 -3.8393 -0.1374
H 1.3933 -1.7396 0.6175
H 0.9421 -1.9879 -1.0835
H 0.7628 0.4245 -1.4605
H 2.3625 0.0091 -0.8004
H 2.4381 2.2879 -1.2826
H 3.4536 4.2987 -2.1598
H 3.9714 6.7214 -1.9186
H 3.1543 7.9168 0.1179
H 1.4185 4.5361 1.6012
H 0.5337 -0.1421 2.2384
H -0.2442 1.4423 2.0424
H -1.5439 0.5846 0.1084
H -1.8287 -0.4196 1.5484
H -3.2627 -1.4182 0.2170
H -4.6302 -3.4233 0.1349
```

natural (NBO) population analysis, charges in e, atoms 1 to 2:
1 C -0.62
2 C -0.06